Record 1
Density functional theory data (ωB97M-V/def2-TZVPD) for C3H14FeO8 as an isolated structure in a non-equilibrium geometry.

Last column: Mulliken charge in e.
Element x y z (Å)
Fe: 2.10283 -24.70963 -12.17539  -2.030
O: 3.83218 -24.14664 -10.99947  -0.639
O: 3.44214 -25.80785 -13.36165  -0.011
O: 0.65909 -24.98179 -13.69614  0.918
O: 0.65987 -23.72999 -11.09185  0.040
O: 3.06161 -22.82740 -12.38060  -0.873
O: 4.61350 -22.14156 -11.01367  -0.806
O: 2.83307 -22.81173 -15.04521  -0.416
O: 1.77936 -26.36694 -11.06520  1.146
C: 1.22857 -22.02442 -16.56638  -0.963
C: 3.84686 -23.02104 -11.44866  0.504
C: 2.32065 -21.61132 -15.54667  -0.220
H: 0.33379 -24.00472 -10.23486  0.109
H: 3.03448 -20.91362 -15.98457  0.266
H: 1.79915 -21.12192 -14.72410  0.255
H: 0.51909 -22.77349 -16.21479  0.166
H: -0.09592 -24.44472 -13.93642  0.002
H: 0.38658 -22.81604 -11.17088  0.297
H: 3.00509 -22.65207 -14.11434  0.435
H: 2.25212 -26.68472 -10.29595  0.056
H: 1.07952 -27.00636 -11.19787  -0.254
H: 3.27451 -26.51613 -13.98332  0.087
H: 0.57062 -21.16463 -16.69268  0.371
H: 1.67653 -22.43315 -17.47213  0.269
H: 0.59917 -25.74864 -14.26586  -0.023
H: 4.38517 -25.65481 -13.42077  0.312

Output
Spin multiplicity ... 6
Gap between HOMO and LUMO (spin up / spin down) ... 3.426 / 6.407 eV
Net charge ... -1
Strongest force on any atom ... 7.452 eV/A
E ... -54105.3340 eV
E_LUMO (spin up / spin down) ... 2.74 / 2.76 eV
E_HOMO (spin up / spin down) ... -0.690 / -3.651 eV

***

Record 2
Density functional theory data (ωB97M-V/def2-TZVPD) for C5H8Br2O3 in the gas phase in a non-equilibrium geometry.

Last column: Mulliken charge in e.
Element x y z (Å)
Br: -2.82093 1.30608 0.63860  -0.068
Br: -2.70638 -1.86627 -0.42115  -0.081
O: 0.32035 -1.19012 -0.36579  -0.293
O: -1.00580 1.45647 -2.07347  -0.419
O: 0.03688 1.10474 0.53273  -0.276
C: 1.16188 -1.59047 0.71332  -0.849
C: -0.72578 0.38096 -1.62290  -0.157
C: 1.32545 1.59790 0.14122  -0.784
C: -1.86647 -0.38588 0.54219  -0.363
C: -0.45363 -0.01263 -0.19832  0.610
H: 0.85965 -2.64236 0.76237  0.277
H: 1.15468 2.63304 0.35992  0.310
H: -0.45320 -0.52318 -2.36588  0.290
H: -1.65773 -0.61644 1.54741  0.524
H: 1.06094 -0.88685 1.52257  0.388
H: 2.11343 1.23236 0.86064  0.258
H: 2.14308 -1.49276 0.37135  0.283
H: 1.51361 1.49543 -0.94481  0.349

Output
SMILES ... COC(C=O)(OC)C(Br)Br
Relative energy (zero: lowest compared OMol25 entry of this formula, charge and spin) ... 204.0 kJ/mol
Spin multiplicity ... 1
Gap between HOMO and LUMO ... 9.996 eV
Net charge ... 0
Strongest force on any atom ... 3.752 eV/A
E ... -151539.5697 eV
E_LUMO ... 0.49 eV
E_HOMO ... -9.508 eV

***

Record 3
Density functional theory data (ωB97M-V/def2-TZVPD) for C2ClF6PS in the gas phase in a non-equilibrium geometry.

Last column: Mulliken charge in e.
Element x y z (Å)
Cl: 1.11801 -0.29464 2.23534  -0.113
S: 3.28434 -0.51464 -0.81165  -0.265
P: 1.04847 -0.13016 0.32682  0.274
F: 0.73894 2.52248 0.49994  -0.201
F: -0.16571 1.71589 -1.34114  -0.212
F: -1.38181 -1.16426 0.73232  -0.211
F: -0.86293 -1.30886 -1.29184  -0.221
F: -1.10208 1.38919 0.54893  -0.212
F: 0.03774 -2.63122 0.02665  -0.217
C: -0.35627 -1.37152 -0.10812  0.704
C: 0.12280 1.48536 -0.02730  0.675

Output
SMILES ... FC(F)(F)P(=S)(Cl)C(F)(F)F
Relative energy (zero: lowest compared OMol25 entry of this formula, charge and spin) ... 91.7 kJ/mol
Spin multiplicity ... 1
Gap between HOMO and LUMO ... 7.703 eV
Net charge ... 0
Strongest force on any atom ... 5.309 eV/A
E ... -51023.8730 eV
E_LUMO ... -1.53 eV
E_HOMO ... -9.233 eV

***

Record 4
Density functional theory data (ωB97M-V/def2-TZVPD) for a 7-piece molecular cluster, C28H67N5O7 overall in a non-equilibrium geometry.

Last column: Mulliken charge in e.
Element x y z (Å)
O: -1.96286 -0.12688 1.75573  -0.598
O: 5.17713 1.01071 -2.93776  -0.484
O: -3.37391 2.32379 0.50083  -0.498
O: 1.51040 -0.84655 4.35294  -0.634
O: 2.88877 -6.05302 1.85815  -0.506
O: -2.46017 2.43038 3.56673  -0.549
O: -0.07883 2.80987 2.00646  -0.532
N: -0.66939 -0.57519 4.90256  -0.340
N: 3.96931 0.99193 -2.20021  0.335
N: -3.31928 2.82329 -0.81048  0.868
N: 0.95086 0.66124 5.98243  -0.443
N: 1.78900 -5.19888 2.00760  -0.023
C: -3.22273 4.80601 -2.25924  -1.099
C: 4.56904 2.95033 -0.97521  -2.129
C: -4.94862 4.64617 -0.28946  -1.697
C: 3.32110 -3.48243 1.25564  -2.205
C: 1.15516 1.21175 -1.49847  -0.290
C: -3.99645 4.04340 -3.31063  -0.839
C: 0.50709 -5.87856 2.16488  1.959
C: -4.12706 1.97348 -1.71672  1.511
C: -0.43009 -4.68443 2.51812  -1.820
C: 2.22111 2.19862 -1.01283  -1.675
C: -2.42282 4.89068 0.03578  -1.825
C: 3.48432 2.34840 -1.86484  2.238
C: 3.09178 -0.08538 -2.62186  1.799
C: 0.96178 -2.95100 1.19318  -0.291
C: 0.65504 -0.27054 5.01947  0.661
C: 0.69020 -6.88536 3.35702  -1.489
C: 3.27018 3.26042 -3.10171  -1.763
C: -0.38670 -3.40031 1.66111  -0.477
C: 3.79779 -1.40370 -2.44981  -2.020
C: -3.85591 2.52550 -3.12375  -1.107
C: 2.69358 0.12283 -4.14683  -1.884
C: -3.55185 4.29785 -0.84712  1.569
C: 1.81031 -0.16400 -1.81632  -0.898
C: -3.54366 0.54613 -1.67821  -1.781
C: 1.93818 -4.13335 0.99362  2.084
C: -5.66126 1.91805 -1.47482  -1.756
C: 1.85652 -4.57380 -0.47671  -1.285
C: -0.04200 -6.61360 0.91553  -1.758
H: 5.78476 0.62530 -2.29694  0.353
H: -2.74795 2.12126 4.43111  0.255
H: -1.51949 4.37572 -0.31242  0.195
H: -1.47237 -5.00224 2.39482  0.409
H: 0.36568 0.94827 -0.79643  -0.041
H: -0.79304 -6.09931 0.31710  0.286
H: 2.22288 3.40611 -3.38424  0.321
H: -1.09212 0.11761 1.41795  0.347
H: -2.52942 2.56334 0.91051  0.298
H: -0.43832 -4.37983 3.56950  0.497
H: -6.23749 2.70129 -1.96156  0.263
H: -2.48129 4.64617 1.09871  0.477
H: 2.15838 -3.79643 -1.18399  -0.071
H: -5.23724 4.01433 0.54741  0.189
H: 3.72708 2.76472 -3.95603  0.288
H: 4.73502 -1.47710 -3.01280  0.410
H: -3.57803 5.84127 -2.24148  0.402
H: 1.08505 -0.76715 -2.36708  0.638
H: 3.46378 -6.01193 2.62867  0.352
H: -3.79227 -0.03989 -0.79545  0.353
H: -4.36486 1.95061 -3.90292  0.445
H: 0.79593 -6.86821 0.26565  0.345
H: 4.26576 -1.40490 -1.45578  0.467
H: 0.73299 1.62065 -2.41901  0.213
H: -1.07243 -3.69319 0.85624  0.324
H: -1.39366 -0.01668 5.30629  0.194
H: 3.18318 -2.28461 -2.60625  0.302
H: 2.48085 1.98474 0.02850  0.396
H: -0.87180 -1.14590 4.09474  0.122
H: -2.45706 0.66374 -1.68777  0.139
H: -0.11974 3.38992 2.77697  0.307
H: 2.17769 -0.71258 -4.62142  0.418
H: 1.79041 0.49508 6.51228  0.250
H: 1.32585 -2.23256 1.93449  0.584
H: -0.05506 -6.74929 4.14292  0.407
H: 2.14365 1.05182 -4.29407  0.361
H: 3.61819 4.26579 -2.87130  0.481
H: 3.44810 -2.44747 0.94665  0.286
H: -3.65167 4.29151 -4.31819  0.424
H: 0.84109 -4.81603 -0.79690  0.385
H: -0.91796 -2.64760 2.24530  0.111
H: 1.96188 -0.70824 -0.87956  -0.197
H: 4.81586 2.27569 -0.14480  0.473
H: 2.49162 -5.42485 -0.73300  0.378
H: 4.30587 3.82685 -0.37868  0.421
H: -2.21477 5.95375 -0.07743  0.412
H: 1.61735 3.11100 -0.92644  0.420
H: 5.50813 3.05786 -1.51714  0.451
H: -4.91136 5.66669 0.09913  0.491
H: 4.07164 -4.17025 0.85955  0.445
H: -0.48624 -7.55451 1.24093  0.472
H: 0.34897 3.34071 1.32459  0.197
H: -2.58558 0.31928 1.16527  0.212
H: 3.52466 -3.46156 2.33042  0.448
H: -2.81926 2.27815 -3.38835  0.302
H: -5.98001 0.93744 -1.82576  0.518
H: -1.66706 1.91193 3.37016  0.302
H: 0.36978 -7.86705 2.99881  0.302
H: -2.15419 4.80668 -2.46780  0.369
H: -5.70969 4.58464 -1.06491  0.326
H: -3.84381 0.05905 -2.60506  0.525
H: 3.63169 0.22166 -4.69912  0.412
H: 0.91308 -2.36776 0.27091  -0.285
H: -5.02848 4.40724 -3.32287  0.341
H: 1.71910 -6.92922 3.68680  0.271
H: 0.17317 1.01759 6.50571  0.176
H: -5.83042 1.99700 -0.39989  0.302

Output
SMILES ... CC1(C)CCCC(C)(C)N1O.CC1(C)CCCC(C)(C)N1O.CC1(C)CCCC(C)(C)N1O.NC(N)=O.O.O.O
Relative energy (zero: lowest compared OMol25 entry of this formula, charge and spin) ... 129.0 kJ/mol
Spin multiplicity ... 1
Gap between HOMO and LUMO ... 8.302 eV
Net charge ... 0
Strongest force on any atom ... 2.596 eV/A
E ... -51902.0917 eV
E_LUMO ... 0.17 eV
E_HOMO ... -8.131 eV

***

Record 5
Density functional theory data (ωB97M-V/def2-TZVPD) for a 11-piece molecular cluster, C4H31N2O11 overall in a non-equilibrium geometry.

Last column: Mulliken charge in e.
Element x y z (Å)
O: -3.36876 0.27646 -2.35010  -0.677
O: -1.65351 -3.51957 1.11904  -0.698
O: -0.11060 -1.53901 2.26540  -0.580
O: 2.65083 -2.46060 0.78975  -0.823
O: -0.69079 0.98794 -3.66431  -0.772
O: 1.83572 -0.01854 1.35113  -1.081
O: -2.62196 -1.04181 3.43402  -0.693
O: 0.52457 -2.54229 -0.85584  -0.684
O: 1.76593 0.38765 -3.97550  -0.610
O: 3.08835 -1.25048 -2.02379  -0.628
O: 3.29669 1.74284 2.37649  -0.736
N: -1.66287 0.26133 -0.08884  -0.666
N: 1.09951 1.97311 0.25561  -0.302
C: -0.17279 1.94294 1.06283  -0.718
C: -2.61179 2.40557 0.55161  -1.855
C: 1.67963 0.54504 0.11931  0.468
C: -1.32656 1.71990 0.07196  0.688
H: -0.10019 -1.64010 3.21194  0.218
H: 1.08590 -2.53924 -0.00643  0.398
H: -2.95857 -0.13948 3.65563  0.310
H: -1.21938 0.34214 -4.13039  0.288
H: 0.78560 -1.08471 1.93739  0.315
H: -0.85487 1.84743 -0.92230  0.432
H: -1.56753 -0.17617 0.83796  0.114
H: 2.41750 -1.45566 0.94202  0.414
H: -0.99522 -4.10742 1.48387  0.313
H: -0.93077 -0.22563 -0.59119  0.145
H: 3.63838 1.60008 1.49117  0.281
H: 0.91355 0.01030 -0.43541  -0.670
H: 1.33843 0.94800 -3.32974  0.325
H: 2.26190 -1.16319 -1.55437  0.253
H: 1.85419 2.58295 0.51507  0.374
H: -0.00651 1.20776 1.89251  0.216
H: -2.90806 3.16372 -0.11193  0.407
H: 2.54168 1.05872 2.30907  0.332
H: -3.45645 1.72420 0.65816  0.365
H: -0.74714 0.78019 -2.71401  0.455
H: -2.35788 2.99871 1.46652  0.405
H: 2.56387 0.51173 -0.50830  0.565
H: -1.28341 -2.63111 1.29540  0.351
H: -3.10747 -0.02995 -1.40031  0.359
H: 1.13916 -0.00290 -4.57407  0.294
H: 2.86615 -1.39307 -2.93870  0.234
H: -3.26063 1.20404 -2.57935  0.281
H: -0.24780 2.89912 1.58651  0.557
H: 3.29153 -2.42434 0.07792  0.316
H: -0.34301 -2.93003 -0.62788  0.318
H: -2.07453 -0.80657 2.62451  0.401

Output
Relative energy (zero: lowest compared OMol25 entry of this formula, charge and spin) ... 153.3 kJ/mol
Spin multiplicity ... 1
Gap between HOMO and LUMO ... 8.456 eV
Net charge ... -1
Strongest force on any atom ... 2.752 eV/A
E ... -30154.8786 eV
E_LUMO ... 2.78 eV
E_HOMO ... -5.673 eV

***

Record 6
Density functional theory data (ωB97M-V/def2-TZVPD) for an isolated ion of composition C4H13N2 and charge +1 in a non-equilibrium geometry.

Last column: Mulliken charge in e.
Element x y z (Å)
N: -1.08923 0.85838 -1.29102  -0.256
N: -0.07263 -0.69531 0.41730  -0.314
C: 0.07347 0.06729 -1.85155  -0.650
C: 0.85107 0.12919 1.16478  -0.406
C: 0.16493 -1.16534 -0.92751  -0.497
C: 0.20899 0.60994 2.46599  -1.178
H: -0.73732 1.10860 2.22662  0.305
H: -0.54639 -1.92391 -1.25423  0.368
H: -1.97307 0.44773 -1.54048  0.357
H: 0.78253 1.34333 3.01714  0.384
H: -1.08131 1.84361 -1.52572  0.310
H: -0.00521 -0.29034 3.04182  0.326
H: 1.11303 -1.70406 -1.02166  0.332
H: 1.22208 0.96598 0.55774  0.271
H: 1.78198 -0.39051 1.43716  0.388
H: -0.12167 -0.04059 -2.91490  0.412
H: 0.95711 0.70056 -1.80861  0.329
H: -0.55221 -1.32925 1.04459  0.201
H: -0.97680 0.51415 -0.25385  0.319

Output
SMILES ... CCNCC[NH3+]
Relative energy (zero: lowest compared OMol25 entry of this formula, charge and spin) ... 110.7 kJ/mol
Spin multiplicity ... 1
Gap between HOMO and LUMO ... 10.697 eV
Net charge ... +1
Strongest force on any atom ... 1.903 eV/A
E ... -7332.3396 eV
E_LUMO ... -3.19 eV
E_HOMO ... -13.885 eV

***

Repeat the fifth record exactly.
Density functional theory data (ωB97M-V/def2-TZVPD) for a 11-piece molecular cluster, C4H31N2O11 overall in a non-equilibrium geometry.

Last column: Mulliken charge in e.
Element x y z (Å)
O: -3.36876 0.27646 -2.35010  -0.677
O: -1.65351 -3.51957 1.11904  -0.698
O: -0.11060 -1.53901 2.26540  -0.580
O: 2.65083 -2.46060 0.78975  -0.823
O: -0.69079 0.98794 -3.66431  -0.772
O: 1.83572 -0.01854 1.35113  -1.081
O: -2.62196 -1.04181 3.43402  -0.693
O: 0.52457 -2.54229 -0.85584  -0.684
O: 1.76593 0.38765 -3.97550  -0.610
O: 3.08835 -1.25048 -2.02379  -0.628
O: 3.29669 1.74284 2.37649  -0.736
N: -1.66287 0.26133 -0.08884  -0.666
N: 1.09951 1.97311 0.25561  -0.302
C: -0.17279 1.94294 1.06283  -0.718
C: -2.61179 2.40557 0.55161  -1.855
C: 1.67963 0.54504 0.11931  0.468
C: -1.32656 1.71990 0.07196  0.688
H: -0.10019 -1.64010 3.21194  0.218
H: 1.08590 -2.53924 -0.00643  0.398
H: -2.95857 -0.13948 3.65563  0.310
H: -1.21938 0.34214 -4.13039  0.288
H: 0.78560 -1.08471 1.93739  0.315
H: -0.85487 1.84743 -0.92230  0.432
H: -1.56753 -0.17617 0.83796  0.114
H: 2.41750 -1.45566 0.94202  0.414
H: -0.99522 -4.10742 1.48387  0.313
H: -0.93077 -0.22563 -0.59119  0.145
H: 3.63838 1.60008 1.49117  0.281
H: 0.91355 0.01030 -0.43541  -0.670
H: 1.33843 0.94800 -3.32974  0.325
H: 2.26190 -1.16319 -1.55437  0.253
H: 1.85419 2.58295 0.51507  0.374
H: -0.00651 1.20776 1.89251  0.216
H: -2.90806 3.16372 -0.11193  0.407
H: 2.54168 1.05872 2.30907  0.332
H: -3.45645 1.72420 0.65816  0.365
H: -0.74714 0.78019 -2.71401  0.455
H: -2.35788 2.99871 1.46652  0.405
H: 2.56387 0.51173 -0.50830  0.565
H: -1.28341 -2.63111 1.29540  0.351
H: -3.10747 -0.02995 -1.40031  0.359
H: 1.13916 -0.00290 -4.57407  0.294
H: 2.86615 -1.39307 -2.93870  0.234
H: -3.26063 1.20404 -2.57935  0.281
H: -0.24780 2.89912 1.58651  0.557
H: 3.29153 -2.42434 0.07792  0.316
H: -0.34301 -2.93003 -0.62788  0.318
H: -2.07453 -0.80657 2.62451  0.401

Output
Relative energy (zero: lowest compared OMol25 entry of this formula, charge and spin) ... 153.3 kJ/mol
Spin multiplicity ... 1
Gap between HOMO and LUMO ... 8.456 eV
Net charge ... -1
Strongest force on any atom ... 2.752 eV/A
E ... -30154.8786 eV
E_LUMO ... 2.78 eV
E_HOMO ... -5.673 eV